[1]
50
Properties=species:S:1:pos:R:3:forces:R:3 method="wB97M-V/def2-TZVPD" homo_energy_ha="-0.28928 / -0.33273" homo_lumo_gap_ev="6.06 / 7.32" relative_energy_kj_mol=167.08 charge=0 largest_force_ha_per_bohr=0.1055 spin_multiplicity=4
Re 1.34811 -0.57213 -0.97299 2.686 -2.541 -1.894
N 3.17495 -0.05309 -0.03835 0.621 0.593 0.800
C 3.40003 1.36375 -0.37693 0.129 0.684 0.726
C 3.12064 1.51630 -1.85645 -1.224 0.052 -2.405
O 3.66713 2.31936 -2.58384 -0.487 -0.822 1.251
O 2.16050 0.63692 -2.33270 1.701 2.302 0.667
H 3.16005 -0.27125 0.95524 0.235 0.263 -0.050
H 3.83388 -0.70411 -0.50206 -0.318 0.497 0.365
H 4.41100 1.72655 -0.21969 0.239 -0.211 0.191
H 2.73989 2.01760 0.26088 0.397 -0.672 -0.803
C 0.22969 4.85064 -2.07520 -0.334 1.377 0.226
C -0.54434 3.61602 -2.44187 0.089 -0.192 0.270
C -0.20777 2.96391 -3.63170 -0.169 -0.102 0.133
C -0.55905 1.63488 -3.82007 0.046 -0.271 -0.143
C -1.26382 0.98499 -2.80949 1.356 -0.872 0.545
C -1.79100 1.68021 -1.70901 0.318 -0.208 -0.221
C -1.46114 3.02368 -1.54372 0.436 -0.376 -0.921
S -1.16471 -0.85204 -2.84030 -0.569 -1.113 -0.823
O -1.96098 -1.33522 -1.72911 0.332 0.424 -0.860
O -1.49073 -1.15411 -4.23202 0.762 -0.348 1.586
N 0.51568 -1.50281 -2.44122 -3.317 3.034 -0.649
C 1.08568 -2.68096 -2.94601 1.031 -1.804 0.148
C 2.50592 -2.89850 -2.28916 0.242 -1.503 -1.230
O 3.25725 -3.72366 -2.82570 -1.376 2.447 2.165
O 2.71368 -2.20364 -1.12012 -1.590 -0.051 -1.878
H 1.15701 4.92099 -2.67435 -0.483 -0.045 0.347
H 0.50522 4.84474 -0.99361 -0.199 -0.030 -0.799
H -0.35832 5.79960 -2.25058 0.549 -0.914 0.171
H 0.40324 3.48460 -4.37012 -0.057 -0.224 0.239
H -0.24149 1.06154 -4.70136 -0.042 0.349 0.477
H -2.42346 1.15940 -1.00171 0.107 -0.045 0.066
H -1.87881 3.58153 -0.71928 0.174 0.057 0.177
H 1.19726 -2.81634 -4.02574 -0.007 0.608 0.054
H 0.53134 -3.57074 -2.61544 -0.089 -0.031 0.021
F -4.31146 -1.60906 6.49894 1.102 -0.599 0.193
C -3.11263 -2.25895 6.43807 0.333 -0.339 0.868
F -2.34334 -1.82793 7.53787 -1.365 -0.613 -1.529
F -3.34589 -3.59992 6.61705 0.074 1.484 0.077
C -2.38065 -1.99302 5.14521 0.143 0.197 -0.250
C -1.98714 -3.07478 4.31680 -0.575 0.666 1.615
C -1.24572 -2.81206 3.19709 0.296 1.623 -0.526
C -0.93445 -1.44204 2.84395 -1.220 -0.410 1.573
C -1.39936 -0.33693 3.69129 0.771 -1.847 -1.090
C -2.09451 -0.63367 4.84016 -0.326 -1.384 0.172
C -0.22666 -1.25818 1.65387 1.700 0.889 -2.992
C 0.39037 -1.10651 0.53652 -2.564 -0.653 4.734
H -2.25440 -4.09282 4.63698 0.228 0.579 -0.357
H -0.90352 -3.62320 2.56505 0.008 0.206 -0.062
H -1.17142 0.68606 3.43116 0.053 -0.031 -0.157
H -2.45174 0.13441 5.52376 0.154 -0.079 -0.217

=====

[2]
47
Properties=species:S:1:pos:R:3:forces:R:3 method="wB97M-V/def2-TZVPD" homo_energy_ha=-0.28282 homo_lumo_gap_ev=7.13 relative_energy_kj_mol=232.52 charge=0 largest_force_ha_per_bohr=0.1429 smiles="Cc1nc(C(=O)NCC(=O)O)c(O)c2ccc(Oc3ccc4c(c3)OCCO4)nc12"
O 3.43724 -1.60319 4.54364 -0.276 0.118 -2.410
O 4.06507 1.93244 4.71294 5.252 -2.155 1.993
N 2.39747 -0.63081 1.21500 0.476 0.382 -1.324
N -0.97256 -0.36177 0.13371 -1.601 -1.028 -0.541
O 6.11921 1.70439 5.84313 -1.390 -0.509 -0.728
O -3.32492 -0.39500 -0.10382 0.374 -1.326 2.503
O 0.96758 -2.23995 4.15296 -0.008 0.131 -1.902
O -4.11712 1.65223 -5.26472 1.181 0.050 -2.260
O -1.76169 0.13030 -4.74999 0.098 0.107 1.287
C 3.47627 -1.16984 3.36248 2.655 1.554 2.322
C 5.20315 1.35145 4.93007 -5.136 0.598 -3.822
C -2.16176 -0.76694 0.58091 1.085 4.316 -4.282
C 2.34857 -1.19555 2.40232 -2.506 -1.326 1.307
C -4.54822 0.97983 -1.69385 2.000 -1.435 0.153
C -4.74526 1.47850 -2.98168 0.709 -0.292 -1.406
C -2.55745 -0.12782 -2.41212 -0.271 -0.448 1.638
C -2.40387 -1.19484 1.80026 -1.625 -3.524 5.029
C -3.42558 0.14274 -1.28941 -0.485 2.647 -6.840
C -3.80909 1.20834 -4.03024 -0.022 -1.258 2.409
C -2.70179 0.35472 -3.70935 -0.873 1.634 -1.415
C 1.33351 -0.46167 0.42978 5.065 2.693 -1.156
C -1.35920 -1.65830 2.60326 -1.675 1.640 -1.936
C 1.08457 -1.66438 2.88826 1.613 -0.248 2.399
C 0.09951 -0.69441 0.86352 -4.093 -2.304 3.176
C -0.08564 -1.37295 2.16879 1.895 0.367 -1.614
N 4.62691 -0.42821 2.98208 -0.948 0.647 0.036
C 1.59595 0.39063 -0.83690 -1.244 -0.865 0.664
C 5.60661 0.21433 3.89111 0.952 -0.450 0.913
C -3.13497 1.36494 -6.34417 0.272 -0.435 -0.715
C -2.37141 0.07045 -6.05741 -1.742 0.510 2.764
H 5.57567 2.31135 6.36340 0.359 0.576 0.560
H 1.87586 -2.45556 4.49964 -0.490 0.766 -0.304
H -5.30234 1.08898 -0.99180 -1.394 0.551 1.324
H -5.65828 2.04117 -3.30995 0.932 -0.560 0.764
H -1.78410 -0.82367 -2.16806 0.737 -0.157 -0.396
H -3.45972 -1.35954 2.15445 1.245 0.269 -0.592
H -1.60995 -2.11778 3.50125 0.070 -0.684 1.540
H 4.55879 0.03290 2.07034 -0.228 -0.342 0.561
H 2.58131 0.81124 -0.77012 0.277 0.447 0.267
H 1.63544 -0.27710 -1.70016 -0.462 0.237 -0.208
H 0.77312 1.15416 -0.90854 0.996 -0.753 -0.309
H 6.40581 0.66645 3.28757 -0.530 0.181 -0.292
H 6.22976 -0.53486 4.40379 -0.693 -0.061 0.237
H -2.33922 2.18435 -6.42742 -1.524 -0.734 0.095
H -3.66306 1.13655 -7.37536 0.590 1.112 2.212
H -1.62498 -0.13130 -6.78012 0.702 -0.247 -0.615
H -3.07521 -0.73699 -5.87947 -0.319 -0.395 -1.090

=====

[3]
46
Properties=species:S:1:pos:R:3:forces:R:3 method="wB97M-V/def2-TZVPD" homo_energy_ha="-0.39475 / -0.39502" homo_lumo_gap_ev="6.13 / 6.13" relative_energy_kj_mol=0.00 charge=+1 largest_force_ha_per_bohr=0.0659 spin_multiplicity=3
Tm 0.09023 -0.07484 1.18334 2.187 2.484 -0.720
N 0.41390 -0.95523 3.54125 -0.068 -0.523 -0.395
C 0.22230 -2.37949 3.15214 -0.270 -0.005 -0.153
C -0.87224 -2.52877 2.06106 0.076 -0.991 0.669
O -1.20345 -3.62723 1.70761 0.011 0.146 -0.042
O -1.31532 -1.38850 1.59177 -1.825 -1.361 0.394
H 1.20347 -0.90053 4.17499 0.151 0.193 -0.108
H -0.37868 -0.67861 4.11317 -0.106 0.180 -0.095
H -0.03953 -3.03112 3.98396 -0.010 -0.008 0.016
H 1.14951 -2.75992 2.71815 0.032 -0.004 0.066
Br -4.05388 -0.66058 -5.20368 0.075 0.010 0.054
C -2.61564 -0.60117 -3.99022 -0.027 0.015 0.037
C -2.85713 -0.35306 -2.64804 -0.168 0.001 -0.080
C -1.79758 -0.32199 -1.76404 0.451 -0.046 0.043
C -0.48896 -0.54380 -2.19872 -0.566 0.113 -0.296
C -0.26372 -0.76748 -3.56032 0.166 0.074 0.196
C -1.31867 -0.79826 -4.44814 -0.076 0.008 -0.063
N 0.52063 -0.52095 -1.20580 0.609 -0.250 0.307
C 1.73466 -0.82864 -1.47688 -0.544 0.150 -0.235
C 2.78612 -0.86212 -0.46640 0.365 -0.028 0.340
C 4.10742 -1.04533 -0.85294 -0.257 0.016 -0.117
C 5.09680 -1.10154 0.11412 -0.004 0.027 0.158
C 4.73239 -0.96959 1.44380 0.131 -0.037 -0.174
C 3.39589 -0.77673 1.74743 -0.108 0.085 0.143
N 2.43340 -0.72480 0.82798 -0.137 -0.050 -0.123
H -3.86758 -0.19094 -2.30013 0.016 0.006 0.018
H -1.98985 -0.13149 -0.71424 -0.133 -0.019 0.002
H 0.73319 -0.89569 -3.95787 0.007 -0.045 0.002
H -1.13713 -0.96878 -5.50001 -0.002 -0.005 0.010
H 2.04861 -1.09006 -2.48266 -0.009 -0.001 -0.052
H 4.34641 -1.13560 -1.90409 0.011 -0.032 0.011
H 6.13146 -1.24328 -0.16647 -0.002 -0.005 0.007
H 5.46911 -1.01330 2.23266 -0.032 0.026 0.026
H 3.08827 -0.64321 2.77678 -0.024 -0.004 -0.010
S 0.74525 2.36142 1.62896 0.134 0.157 0.092
C -0.88216 2.73153 1.02675 0.085 -0.311 0.375
C -1.09540 3.83867 0.20477 -0.164 -0.085 -0.204
C -2.37471 4.14194 -0.22781 0.170 0.008 -0.007
C -3.45764 3.34858 0.13851 -0.088 -0.096 0.017
C -3.26041 2.25408 0.96043 -0.141 -0.153 -0.116
C -1.97948 1.94006 1.40716 0.232 0.247 0.006
H -0.25251 4.45490 -0.07630 -0.007 0.012 -0.001
H -2.52916 5.01207 -0.85276 -0.021 -0.005 0.004
H -4.45406 3.59835 -0.19950 0.003 0.006 0.008
H -4.10343 1.65167 1.27527 0.013 0.008 0.020
H -1.86072 1.17933 2.18493 -0.133 0.090 -0.028

=====

[4]
51
Properties=species:S:1:pos:R:3:forces:R:3 method="wB97M-V/def2-TZVPD" homo_energy_ha="-0.42112 / -0.42979" homo_lumo_gap_ev="9.02 / 6.23" relative_energy_kj_mol=0.00 charge=+1 largest_force_ha_per_bohr=0.0101 spin_multiplicity=5
Pd -0.62959 -0.15675 0.69534 0.158 -0.387 -0.309
C 1.72358 0.40482 3.27038 0.058 -0.081 0.136
C 1.34093 1.54547 2.35750 -0.091 0.078 -0.192
N 1.12990 1.14854 0.94006 0.164 0.213 0.033
C 2.34699 0.51574 0.35270 -0.214 -0.081 0.036
C 3.62803 1.31872 0.48938 0.145 0.027 -0.009
C 0.69394 2.34980 0.18965 0.108 0.038 0.128
C 0.17532 2.04467 -1.19890 -0.235 -0.107 -0.067
N -0.85945 1.01945 -1.10477 0.094 0.264 -0.020
C -1.72587 0.76996 -2.08392 0.090 -0.011 0.156
C -2.75344 -0.18308 -1.83781 -0.126 -0.020 -0.192
F -2.85293 -0.73691 -0.62843 -0.014 -0.017 0.030
C -3.65865 -0.53570 -2.80659 -0.019 -0.066 0.096
F -4.60028 -1.42550 -2.51385 -0.008 0.006 -0.013
C -3.60165 0.01900 -4.07614 0.042 0.042 -0.018
C -2.60845 0.94655 -4.35121 0.017 0.010 0.053
F -2.51627 1.48088 -5.56175 -0.025 -0.008 -0.028
C -1.69621 1.32560 -3.39400 -0.023 -0.012 -0.063
F -0.74060 2.18500 -3.73286 0.008 0.001 0.013
H 1.86253 0.79320 4.27940 -0.012 -0.010 0.007
H 2.66132 -0.06523 2.97639 0.017 0.031 0.007
H 0.96120 -0.37337 3.31120 -0.027 0.036 -0.054
H 2.10183 2.33226 2.38636 0.008 -0.018 0.009
H 0.40815 2.01335 2.68243 0.025 -0.051 0.076
H 2.12340 0.30810 -0.69173 0.024 0.049 -0.017
H 2.44996 -0.45929 0.82750 0.055 0.021 -0.002
H 3.53518 2.34688 0.13884 -0.041 -0.013 -0.042
H 4.39772 0.84484 -0.11938 0.004 -0.009 0.012
H 3.99902 1.34642 1.51359 -0.028 -0.011 0.012
H 1.50343 3.08316 0.12764 0.004 -0.029 -0.025
H -0.10505 2.81035 0.77414 -0.017 0.000 -0.051
H 0.95967 1.68720 -1.87175 0.034 0.002 0.037
H -0.21731 2.96592 -1.63116 0.013 -0.006 0.013
H -4.31325 -0.26866 -4.83718 -0.009 -0.003 -0.003
Cl -0.53707 -2.48819 2.37945 0.141 -0.094 -0.267
C 0.20664 -2.91794 0.82804 -0.204 0.107 0.336
C 0.23746 -1.92440 -0.13201 -0.036 -0.029 0.282
C 0.80381 -2.26798 -1.34430 0.033 0.045 -0.225
Cl 0.89486 -1.10534 -2.64885 0.000 -0.091 0.154
C 1.31859 -3.54671 -1.58332 0.010 0.025 -0.044
Cl 2.01532 -3.93919 -3.10079 -0.001 -0.002 0.001
C 1.26753 -4.51579 -0.58101 -0.006 -0.026 0.027
Cl 1.89451 -6.08580 -0.85442 -0.007 0.028 -0.006
C 0.69693 -4.20245 0.65267 -0.011 0.005 0.031
Cl 0.60286 -5.36414 1.90872 0.021 0.006 -0.047
C -2.42821 0.65982 3.70960 0.062 -0.026 -0.137
C -2.12817 0.81255 2.24784 -0.068 0.170 -0.192
O -2.55814 1.59990 1.47391 -0.060 0.029 0.281
H -3.33205 1.21307 3.96176 0.001 -0.015 0.039
H -1.56825 1.06530 4.24755 -0.019 0.000 0.030
H -2.50973 -0.39407 3.96408 -0.033 -0.012 -0.010

=====

[5]
46
Properties=species:S:1:pos:R:3:forces:R:3 method="wB97M-V/def2-TZVPD" homo_energy_ha=-0.31707 homo_lumo_gap_ev=9.08 relative_energy_kj_mol=230.14 charge=0 largest_force_ha_per_bohr=0.0258
C 0.23849 1.02725 -4.10960 0.364 0.084 0.192
C 1.54745 1.73688 -3.77701 -0.337 0.130 -0.282
H 1.35762 2.72606 -3.34389 0.085 -0.074 -0.035
O 2.38244 0.97051 -2.92891 0.157 -0.169 0.166
C 2.09632 0.86020 -1.60997 0.052 -0.074 0.297
C 1.07772 1.53344 -0.93989 0.030 0.143 -0.379
C 0.86837 1.31123 0.40801 0.208 -0.121 0.233
C 1.66573 0.41846 1.11332 0.232 0.338 -0.213
C 2.73071 -0.19933 0.45787 -0.120 0.127 0.053
C 2.93507 0.00694 -0.88492 -0.039 0.109 -0.162
H 3.74190 -0.48046 -1.40810 0.100 -0.083 -0.068
H 3.37864 -0.85501 1.01854 0.083 -0.096 0.052
C 1.45140 0.11985 2.54792 0.100 0.156 -0.019
O 2.33963 0.03562 3.36634 0.139 -0.100 -0.003
N 0.14589 -0.08784 2.94237 -0.250 -0.020 0.537
C -1.00332 -0.11355 2.16882 -0.624 0.211 -0.212
C -2.19099 0.56320 2.34989 0.261 -0.364 -0.362
C -2.97846 0.21677 1.23566 0.985 -0.202 0.453
N -2.34381 -0.60471 0.43091 -0.551 -0.026 -0.580
N -1.15095 -0.83572 1.01030 -0.322 0.371 0.777
C -0.24187 -1.69370 0.37874 0.381 -0.651 -0.500
C 0.59382 -2.52120 1.11925 -0.114 -0.074 -0.053
C 1.48499 -3.34166 0.44919 -0.234 0.196 -0.224
C 1.54244 -3.36399 -0.93546 0.053 -0.084 0.108
C 0.67707 -2.56106 -1.65814 -0.006 -0.036 0.112
C -0.21509 -1.72862 -1.01125 -0.055 0.109 0.152
H -0.90200 -1.10392 -1.55784 -0.031 0.075 -0.065
H 0.70663 -2.58150 -2.73625 0.001 0.007 -0.117
H 2.24895 -4.00679 -1.43509 0.081 -0.076 -0.028
Cl 2.54114 -4.35131 1.36571 0.174 -0.144 0.139
H 0.55856 -2.53161 2.19650 0.001 -0.009 0.085
C -4.29839 0.86892 1.14324 -0.098 0.205 0.353
H -4.53826 1.23110 0.14673 -0.094 0.201 0.058
H -5.10480 0.23894 1.51707 -0.102 -0.040 -0.006
S -4.16125 2.34701 2.29340 -0.084 -1.252 0.435
O -3.52353 3.40071 1.51155 0.505 0.986 -0.675
C -2.77454 1.54573 3.28421 -0.399 -0.007 -0.171
H -2.09033 2.33603 3.58761 -0.160 0.190 0.005
H -3.23093 1.08744 4.16231 -0.011 0.036 0.116
H 0.01715 -0.14285 3.94568 0.119 -0.045 -0.158
H 0.08386 1.85982 0.90814 -0.134 0.010 0.028
H 0.43988 2.23758 -1.44965 -0.051 0.048 -0.093
H 2.13946 1.86877 -4.68685 -0.088 0.065 0.148
H -0.36211 0.87777 -3.21602 -0.109 -0.011 0.048
H 0.44810 0.05611 -4.55082 -0.002 -0.087 -0.071
H -0.32881 1.62247 -4.81964 -0.097 0.050 -0.073